--- a ---
A structure of composition C33H31AsBrCrF5N3O4PS, computed with ωB97M-V with the def2-TZVPD basis set.

Cartesian coordinates (Å):
1 Cr -1.4743 -0.1537 -0.2466
2 F 2.3045 2.2499 5.5806
3 C 1.3712 1.8499 4.7430
4 C 1.6494 0.8645 3.8083
5 F 2.8620 0.3216 3.7315
6 C 0.6639 0.4565 2.9354
7 F 1.0062 -0.4752 2.0161
8 C -0.6091 0.9997 2.9296
9 S -1.9371 0.5215 1.8743
10 C -0.8627 1.9943 3.8746
11 F -2.0591 2.5679 3.9192
12 C 0.1037 2.4159 4.7758
13 F -0.1742 3.3607 5.6530
14 C -7.0922 0.0354 0.6504
15 C -5.9317 -0.2953 -0.2389
16 C -6.1027 -0.7822 -1.5330
17 C -5.0071 -1.0374 -2.3473
18 C -3.7672 -0.7913 -1.8092
19 Br -2.1612 -1.0216 -2.8051
20 N -3.5576 -0.3442 -0.5739
21 C -4.6278 -0.0966 0.1978
22 H -7.9950 -0.4753 0.3232
23 H -7.2898 1.1083 0.6279
24 H -6.8921 -0.2431 1.6840
25 H -7.1007 -0.9558 -1.9158
26 H -5.1158 -1.3997 -3.3592
27 H -4.4230 0.2759 1.1934
28 O 0.3759 -0.0977 -0.7013
29 As 1.7051 0.8816 -1.2113
30 C 1.3388 1.6425 -2.9145
31 C 1.5730 0.9510 -4.1035
32 C 1.2885 1.5633 -5.3128
33 C 0.7766 2.8549 -5.3369
34 C 0.5579 3.5470 -4.1539
35 C 0.8451 2.9470 -2.9375
36 C 2.0697 2.3035 -0.0091
37 C 3.3033 2.9475 -0.1049
38 C 3.5464 4.0647 0.6784
39 C 2.5582 4.5499 1.5271
40 C 1.3203 3.9250 1.5931
41 C 1.0727 2.7980 0.8226
42 C 3.0956 -0.4277 -1.2336
43 C 2.9398 -1.5441 -2.0624
44 C 3.8864 -2.5575 -2.0368
45 C 4.9824 -2.4638 -1.1809
46 C 5.1299 -1.3599 -0.3521
47 C 4.1886 -0.3355 -0.3780
48 H 2.0033 -0.0402 -4.1039
49 H 1.4826 1.0402 -6.2392
50 H 0.5662 3.3310 -6.2850
51 H 0.1840 4.5614 -4.1781
52 H 0.7132 3.5084 -2.0198
53 H 4.0691 2.6049 -0.7926
54 H 4.5037 4.5636 0.6171
55 H 2.7516 5.4275 2.1291
56 H 0.5451 4.3195 2.2372
57 H 0.1091 2.3109 0.8860
58 H 2.0772 -1.6361 -2.7118
59 H 3.7826 -3.4120 -2.6930
60 H 5.7266 -3.2492 -1.1702
61 H 5.9818 -1.2862 0.3103
62 H 4.3045 0.5112 0.2877
63 N -2.0378 -5.0569 2.5212
64 C -1.9532 -4.6209 1.0797
65 P -0.8104 -3.1622 1.0543
66 O -0.4659 -2.9447 2.4840
67 O -1.4288 -2.0979 0.1793
68 C 0.7497 -3.6525 0.2091
69 N 1.7190 -2.5630 0.5368
70 H -1.5015 -4.3418 3.0675
71 H -1.6180 -5.9737 2.6809
72 H -2.9991 -5.0983 2.8622
73 H -2.9409 -4.3109 0.7459
74 H -1.6299 -5.4585 0.4652
75 H 0.6529 -3.7099 -0.8738
76 H 1.1432 -4.5905 0.5981
77 H 2.6479 -2.7396 0.1378
78 H 1.7895 -2.4412 1.5529
79 H 1.3791 -1.6651 0.1451
80 O -2.0223 2.8894 -1.1645
81 C -1.8090 1.8432 -0.8361

Results
⟨S²⟩: 3.816
Highest occupied orbital energy (alpha / beta), Eh: -0.569 / -0.573
Kohn-Sham gap (alpha / beta), eV: 6.868 / 7.369
2S+1: 4
Net charge: +3

Atom charges from the Löwdin analysis, given in e for atoms 1 to 6: Cr 0.3615; F 0.1793; C -0.1236; C -0.1356; F 0.1379; C -0.2239

--- b ---
A structure of composition C33H31AsBrCrF5N3O4PS, computed with ωB97M-V with the def2-TZVPD basis set.

Cartesian coordinates (Å):
1 Cr 0.4213 0.8063 0.9411
2 F -6.0448 3.2698 3.6040
3 C -5.0120 2.5489 3.2178
4 C -4.0478 3.0924 2.3885
5 F -4.1568 4.3505 1.9316
6 C -2.9684 2.3315 1.9894
7 F -2.0732 2.9436 1.1605
8 C -2.7933 1.0117 2.3544
9 S -1.5251 -0.0834 1.8190
10 C -3.7815 0.4851 3.1900
11 F -3.6924 -0.7802 3.5816
12 C -4.8699 1.2271 3.6218
13 F -5.7744 0.6788 4.4079
14 C 0.8922 6.2401 2.4700
15 C 1.0714 4.7811 2.7679
16 C 1.7283 4.3379 3.9159
17 C 1.9180 2.9837 4.1505
18 C 1.4118 2.1226 3.2073
19 Br 1.6587 0.2420 3.2658
20 N 0.7461 2.4982 2.1185
21 C 0.5946 3.8127 1.8970
22 H 1.0191 6.8408 3.3677
23 H -0.0983 6.4427 2.0642
24 H 1.6322 6.5739 1.7409
25 H 2.1041 5.0581 4.6321
26 H 2.4364 2.6182 5.0250
27 H 0.0523 4.0789 1.0007
28 O 0.6011 -0.9468 0.1436
29 As 1.2983 -2.3148 -0.5797
30 C 0.1285 -3.7650 -0.2221
31 C 0.5991 -5.0628 -0.4107
32 C -0.2542 -6.1292 -0.1759
33 C -1.5570 -5.8947 0.2483
34 C -2.0146 -4.5978 0.4420
35 C -1.1729 -3.5201 0.2057
36 C 1.3744 -2.0463 -2.4754
37 C 0.5368 -2.7993 -3.2995
38 C 0.5693 -2.6053 -4.6770
39 C 1.4401 -1.6722 -5.2269
40 C 2.2910 -0.9387 -4.4066
41 C 2.2632 -1.1264 -3.0322
42 C 3.0437 -2.6359 0.0849
43 C 3.2374 -2.6424 1.4654
44 C 4.4804 -2.9768 1.9742
45 C 5.5148 -3.3163 1.1085
46 C 5.3129 -3.3266 -0.2640
47 C 4.0719 -2.9888 -0.7858
48 H 1.6216 -5.2479 -0.7219
49 H 0.0993 -7.1420 -0.3116
50 H -2.2155 -6.7311 0.4402
51 H -3.0232 -4.4261 0.7932
52 H -1.5131 -2.5070 0.3857
53 H -0.1097 -3.5609 -2.8743
54 H -0.0567 -3.2094 -5.3216
55 H 1.4821 -1.5410 -6.3002
56 H 2.9917 -0.2383 -4.8415
57 H 2.9559 -0.5765 -2.4059
58 H 2.4157 -2.4203 2.1365
59 H 4.6424 -2.9930 3.0434
60 H 6.4821 -3.5866 1.5100
61 H 6.1193 -3.6027 -0.9295
62 H 3.9184 -3.0009 -1.8580
63 N -3.2857 3.6346 -1.3796
64 C -1.9876 3.3223 -2.0664
65 P -1.5094 1.6030 -1.5661
66 O -2.8041 0.9600 -1.2016
67 O -0.3110 1.7230 -0.6428
68 C -0.9512 0.6872 -3.0752
69 N -1.9017 -0.4642 -3.2579
70 H -3.7819 4.4142 -1.8166
71 H -3.1456 3.8590 -0.3891
72 H -3.8736 2.7873 -1.3935
73 H -1.2470 4.0727 -1.8006
74 H -2.1706 3.3724 -3.1391
75 H 0.0446 0.2846 -2.9058
76 H -0.9268 1.2910 -3.9798
77 H -1.3975 -1.3562 -3.2296
78 H -2.4089 -0.4235 -4.1422
79 H -2.5886 -0.4181 -2.4745
80 O 3.4223 1.1246 -0.3416
81 C 2.4013 1.1036 0.1099

Results
⟨S²⟩: 3.811
Highest occupied orbital energy (alpha / beta), Eh: -0.553 / -0.558
Kohn-Sham gap (alpha / beta), eV: 6.563 / 7.001
2S+1: 4
Net charge: +3

Atom charges from the Löwdin analysis, given in e for atoms 1 to 6: Cr 0.3786; F 0.1752; C -0.1281; C -0.1390; F 0.1128; C -0.2178

Which of them is most stable, and which least? Most stable: a; least stable: b.

--- a ---
A structure of composition C2H5N4O2, computed with ωB97M-V with the def2-TZVPD basis set.

Cartesian coordinates (Å):
1 C -0.3391 -0.5880 1.3954
2 C -0.2138 -0.7727 -0.0944
3 N -0.8678 0.7509 -0.9395
4 N 1.2553 -1.3262 -1.6335
5 N 1.0537 -0.5996 -0.6405
6 N -0.5062 1.8494 -0.4376
7 O 0.1956 2.1354 0.5680
8 O -0.9106 2.8286 -1.1229
9 H 0.5707 -0.0669 1.9124
10 H -0.4033 -1.6194 1.8575
11 H -1.0702 0.1826 1.7110
12 H -0.8502 -1.5374 -0.4232
13 H 2.0858 -1.2368 -2.1527

Results
Highest occupied orbital energy, Eh: -0.146
Kohn-Sham gap, eV: 8.167
2S+1: 1
Net charge: -1

Atom charges from the Löwdin analysis, given in e for atoms 1 to 6: C -0.1350; C -0.3414; N 0.1125; N 0.0223; N -0.0729; N -0.6237

--- b ---
A cluster of 2 separate species, C2H5N4O2 in total, computed with ωB97M-V with the def2-TZVPD basis set.

Cartesian coordinates (Å):
1 C -1.4264 1.0209 0.2485
2 C -0.1398 0.2150 0.0134
3 N 0.9582 0.9876 -0.0831
4 N -0.6980 -2.0721 0.3233
5 N -0.1187 -0.9677 0.4979
6 N 2.0655 0.2773 -0.2039
7 O 2.0247 -0.9251 -0.0765
8 O 3.1401 0.9094 -0.2899
9 H -1.3028 1.6805 1.1998
10 H -2.1928 0.3036 0.0012
11 H -1.3360 1.8488 -0.5769
12 H -0.4600 -0.6386 -2.2454
13 H -0.5139 -2.6397 1.1916

Results
Highest occupied orbital energy (alpha / beta), Eh: -0.151 / -0.082
Kohn-Sham gap (alpha / beta), eV: 8.101 / 5.530
2S+1: 1
Net charge: -1

Atom charges from the Löwdin analysis, given in e for atoms 1 to 6: C -0.0812; C -0.5789; N 0.0838; N 0.0722; N -0.0858; N -0.5043

Which of them is most stable, and which least? Most stable: a; least stable: b.

--- a ---
The ion C4H10NSi with charge +1, computed with ωB97M-V with the def2-TZVPD basis set.

Cartesian coordinates (Å):
1 C -1.0519 1.6392 -0.1361
2 C -0.9759 0.2705 0.6410
3 Si -2.1820 -1.1467 -0.0170
4 C 0.5878 -0.1351 0.5061
5 C 1.7575 -0.1919 0.2580
6 N 3.0746 -0.5379 -0.1438
7 H -0.2982 2.3623 0.3288
8 H -1.9625 2.0960 -0.1558
9 H -0.7557 1.5028 -1.2403
10 H -1.1684 0.6006 1.6135
11 H -2.0713 -1.3791 -1.4225
12 H -3.5767 -0.8767 0.4779
13 H -1.5404 -2.4840 0.5207
14 H 3.2948 0.1706 -0.9103
15 H 3.0355 -1.3197 -0.8701
16 H 3.8325 -0.5709 0.5500

Results
Highest occupied orbital energy, Eh: -0.523
Kohn-Sham gap, eV: 9.934
2S+1: 1
Structure (SMILES): C[C@@H]([SiH3])C#C[NH3+]
Net charge: +1

Atom charges from the Löwdin analysis, given in e for atoms 1 to 6: C -0.1331; C -0.4430; Si 0.7030; C 0.0317; C -0.0630; N 0.1904

--- b ---
The ion C4H10NSi with charge +1, computed with ωB97M-V with the def2-TZVPD basis set.

Cartesian coordinates (Å):
1 C -1.6413 1.5124 -0.6649
2 C -0.7345 1.6701 0.5978
3 Si 1.0487 0.9618 0.2275
4 C 1.1345 -1.0162 -0.1304
5 C 0.9400 -2.1227 -0.4674
6 N 0.9691 -3.4757 -0.5077
7 H -1.7409 0.4289 -0.8410
8 H -1.3011 1.9017 -1.5857
9 H -2.5269 1.9586 -0.2501
10 H -0.6147 2.7410 0.8604
11 H -1.1503 0.9545 1.2991
12 H 1.3213 1.4371 -1.2119
13 H 2.1668 1.2350 1.0013
14 H 1.4320 -3.7656 -1.3129
15 H 0.0567 -3.9748 -0.4284
16 H 1.6778 -3.6336 0.2519

Results
Highest occupied orbital energy, Eh: -0.505
Kohn-Sham gap, eV: 9.515
2S+1: 1
Structure (SMILES): CC[SiH2]C#C[NH3+]
Net charge: +1

Atom charges from the Löwdin analysis, given in e for atoms 1 to 6: C -0.1626; C -0.3556; Si 0.7344; C -0.0616; C -0.1911; N 0.2186

Which of them is most stable, and which least? Most stable: b; least stable: a.